The following is a DFT calculation (ωB97M-V/def2-TZVPD) of a 8-piece molecular cluster, C63H60BrO30P overall in a non-equilibrium geometry.

Geometry as XYZ:
```
155
C63H60BrO30P (ωB97M-V/def2-TZVPD)
C -1.866 3.158 3.563
C -2.214 2.660 2.276
C -2.781 1.927 0.885
P -3.353 3.196 -0.433
Br -3.480 1.952 -2.381
C -2.043 4.550 -0.759
C -0.526 3.936 -1.101
O 0.272 4.150 0.116
C 1.694 4.480 -0.233
C 2.335 5.165 1.115
O 3.484 4.448 1.690
C 3.170 3.047 2.009
C 1.722 2.450 2.493
C 1.548 0.813 2.776
C 2.783 -0.256 2.642
C 2.655 -1.897 2.943
C 1.196 -2.154 3.648
C 3.800 -2.224 4.075
C 2.872 -2.629 1.497
C 3.299 -4.208 1.554
C 4.939 -4.449 1.780
C 3.011 -4.810 0.020
C 2.393 -5.140 2.562
C 4.263 0.345 2.196
C 4.419 1.950 1.873
H -1.503 3.158 4.696
H -1.948 1.227 0.445
H -3.670 1.219 1.216
H -2.431 5.265 -1.614
H -1.997 5.216 0.228
H -0.683 2.780 -1.221
H -0.128 4.480 -2.058
H 2.277 3.523 -0.606
H 1.700 5.262 -1.103
H 2.752 6.231 0.773
H 1.478 5.415 1.898
H 0.807 3.187 2.611
H 0.461 0.476 3.086
H 0.946 -1.324 4.466
H 1.289 -3.168 4.270
H 0.303 -2.274 2.901
H 4.846 -2.178 3.502
H 3.699 -3.277 4.577
H 3.868 -1.364 4.900
H 3.641 -2.065 0.783
H 1.827 -2.575 0.928
H 5.333 -5.409 1.214
H 5.540 -3.478 1.512
H 5.123 -4.650 2.941
H 1.916 -4.620 -0.347
H 3.292 -5.970 0.051
H 3.784 -4.341 -0.759
H 2.449 -6.247 2.118
H 1.238 -4.847 2.480
H 2.795 -5.104 3.660
H 5.240 -0.312 2.087
H 5.475 2.371 1.561
O 2.267 -5.378 -3.230
C 3.012 -6.010 -3.970
C 4.473 -6.014 -3.797
C 5.257 -6.699 -4.632
O 6.631 -6.710 -4.473
C 4.687 -7.478 -5.765
O 5.434 -8.082 -6.526
C 3.224 -7.493 -5.924
C 2.440 -6.811 -5.088
O 1.064 -6.823 -5.230
H 4.874 -5.442 -2.970
H 6.973 -7.273 -5.200
H 2.822 -8.078 -6.742
H 0.722 -6.254 -4.506
O 9.364 8.104 0.691
C 8.323 7.689 0.194
C 7.813 8.189 -1.092
C 6.667 7.728 -1.597
O 6.184 8.191 -2.807
C 5.865 6.699 -0.881
O 4.806 6.308 -1.361
C 6.386 6.182 0.394
C 7.534 6.640 0.897
O 8.032 6.157 2.093
H 8.406 8.938 -1.602
H 5.342 7.707 -2.954
H 5.802 5.421 0.896
H 8.870 6.646 2.243
O 2.117 8.061 -0.099
C 1.163 8.664 0.380
C 0.008 7.968 0.968
C -1.022 8.655 1.466
O -2.109 8.007 2.023
C -1.042 10.144 1.442
O -2.011 10.747 1.891
C 0.123 10.840 0.876
C 1.155 10.154 0.381
O 2.254 10.802 -0.150
H 0.035 6.886 0.977
H -2.719 8.721 2.309
H 0.103 11.923 0.881
H 2.862 10.088 -0.443
O -4.418 -1.588 -0.796
C -3.673 -2.220 -1.537
C -2.212 -2.224 -1.363
C -1.428 -2.909 -2.198
O -0.054 -2.919 -2.039
C -1.998 -3.687 -3.331
O -1.250 -4.292 -4.093
C -3.460 -3.703 -3.491
C -4.245 -3.021 -2.654
O -5.620 -3.033 -2.796
H -1.810 -1.652 -0.536
H 0.288 -3.483 -2.766
H -3.863 -4.288 -4.308
H -5.962 -2.464 -2.072
O -1.140 -4.021 3.253
C -1.943 -4.093 4.176
C -1.584 -4.659 5.486
C -2.487 -4.738 6.466
O -2.156 -5.267 7.700
C -3.884 -4.263 6.270
O -4.696 -4.365 7.183
C -4.236 -3.674 4.968
C -3.333 -3.592 3.990
O -3.656 -3.038 2.765
H -0.566 -5.003 5.614
H -2.978 -5.215 8.235
H -5.251 -3.316 4.846
H -2.835 -3.095 2.228
O -5.369 3.725 4.848
C -6.243 3.574 4.001
C -7.552 2.985 4.321
C -8.476 2.820 3.373
O -9.710 2.270 3.667
C -8.216 3.218 1.962
O -9.078 3.037 1.109
C -6.915 3.829 1.647
C -5.993 3.998 2.596
O -4.769 4.574 2.308
H -7.727 2.698 5.350
H -10.199 2.254 2.815
H -6.747 4.131 0.621
H -4.279 4.583 3.158
O -2.301 -6.354 -8.893
C -3.406 -6.458 -8.372
C -3.873 -5.530 -7.330
C -5.075 -5.682 -6.771
O -5.522 -4.811 -5.794
C -5.982 -6.792 -7.175
O -7.073 -6.916 -6.630
C -5.524 -7.705 -8.233
C -4.324 -7.552 -8.795
O -3.888 -8.405 -9.792
H -3.204 -4.729 -7.045
H -6.418 -5.132 -5.548
H -6.201 -8.497 -8.529
H -2.990 -8.088 -10.033
```

Computed properties:
Gap between HOMO and LUMO   5.93 eV
SMILES string   C#CCP(Br)CCOCCOc1ccc(C(C)(C)CC(C)(C)C)cc1.O=C1C=C(O)C(=O)C=C1O.O=C1C=C(O)C(=O)C=C1O.O=C1C=C(O)C(=O)C=C1O.O=C1C=C(O)C(=O)C=C1O.O=C1C=C(O)C(=O)C=C1O.O=C1C=C(O)C(=O)C=C1O.O=C1C=C(O)C(=O)C=C1O
Max |F|   9.9 eV Å⁻¹
Electronic energy   -207037.9201 eV